No. 1
A cluster of 2 separate species, C4H11NO2 in total in a non-equilibrium geometry. Source: OMol25; level of theory: ωB97M-V with the def2-TZVPD basis set.

The molar mass is 105.14 g mol⁻¹. The charge is 0. For the LUMO energy, the calculation gives 0.7 eV. Its spin multiplicity is 1. For the energy above the lowest of the compared OMol25 structures with the same formula, charge and spin, the calculation gives 44.0 kcal per mole. The value obtained for the gap between HOMO and LUMO is 0.3698 Eh.

Geometry (Å):
C  0.247  0.115  2.686
N  -0.692  0.085  1.558
C  -0.442  1.199  0.650
C  0.587  0.791  -0.377
C  2.062  0.863  -0.033
O  2.806  -0.077  -0.015
H  1.236  0.286  2.262
H  0.236  -0.811  3.257
H  0.118  1.001  3.324
H  -1.617  0.196  1.957
H  -0.085  2.031  1.269
H  -1.350  1.543  0.154
H  0.413  -0.169  -0.862
H  0.593  1.465  -1.258
H  2.372  1.839  0.395
O  -2.226  -3.639  -5.327
H  -2.882  -3.302  -4.703
H  -1.378  -3.416  -4.935

***

No. 2
A structure of composition C3H10NO in a non-equilibrium geometry. Source: OMol25; level of theory: ωB97M-V with the def2-TZVPD basis set.

The molar mass is 76.12 g mol⁻¹. The charge is -1. For the LUMO energy, the calculation gives 4.3 eV. Its spin multiplicity is 1. For the energy above the lowest of the compared OMol25 structures with the same formula, charge and spin, the calculation gives 42.5 kcal per mole. The value obtained for the gap between HOMO and LUMO is 0.2596 Eh.

Geometry (Å):
C  -1.882  1.722  0.405
O  -1.979  0.380  0.147
H  -0.817  2.001  0.378
H  -2.572  2.325  -0.333
H  -2.289  1.947  1.414
C  2.463  -0.345  0.183
C  1.075  -1.153  0.139
N  0.176  -0.836  -0.902
H  2.295  0.756  0.087
H  3.141  -0.648  0.991
H  3.137  -0.529  -0.701
H  1.484  -2.181  0.024
H  0.621  -1.468  1.129
H  -0.904  -0.134  -0.381
H  0.561  -0.597  -1.838

***

No. 3
A structure of composition C21H20ClGdNPS in a non-equilibrium geometry. Source: OMol25; level of theory: ωB97M-V with the def2-TZVPD basis set.

The molar mass is 542.14 g mol⁻¹. The charge is +2. For the LUMO energy (alpha / beta), the calculation gives -8.1 / -9.3 eV. Its spin multiplicity is 8. For the energy above the lowest of the compared OMol25 structures with the same formula, charge and spin, the calculation gives 30.7 kcal per mole. The value obtained for the gap between HOMO and LUMO (alpha / beta) is 0.2362 / 0.1918 Eh.

Geometry (Å):
Gd  -0.990  -0.779  2.073
Cl  0.174  0.798  3.591
P  0.105  0.686  -0.115
C  -1.318  -0.153  -0.901
C  -1.143  -1.097  -1.928
C  -2.238  -1.827  -2.387
C  -3.507  -1.639  -1.822
C  -3.683  -0.729  -0.776
C  -2.602  0.020  -0.304
C  -0.134  2.462  -0.306
C  0.700  3.309  0.456
C  0.477  4.683  0.455
C  -0.574  5.224  -0.299
C  -1.386  4.385  -1.071
C  -1.165  3.007  -1.089
C  1.651  0.233  -0.913
C  2.637  -0.443  -0.155
C  3.881  -0.694  -0.721
C  4.158  -0.282  -2.031
C  3.167  0.354  -2.791
C  1.908  0.607  -2.239
H  1.496  2.871  1.061
H  1.121  5.335  1.045
H  -0.757  6.299  -0.282
H  -2.202  4.808  -1.660
H  -1.790  2.353  -1.698
H  -0.151  -1.251  -2.356
H  -2.108  -2.547  -3.198
H  -4.358  -2.202  -2.205
H  -4.671  -0.595  -0.331
H  -2.756  0.776  0.483
H  2.413  -0.751  0.870
H  4.649  -1.206  -0.138
H  5.145  -0.457  -2.459
H  3.374  0.658  -3.818
H  1.133  1.100  -2.829
H  -0.513  -2.033  0.773
H  0.344  -1.617  1.097
S  -0.924  -5.021  3.252
C  0.490  -4.553  4.171
C  0.721  -3.202  4.072
N  -0.243  -2.542  3.291
C  -1.169  -3.391  2.783
H  1.094  -5.258  4.726
H  1.526  -2.631  4.520
H  -1.982  -3.067  2.102

***

No. 4
A cluster of 2 separate species, C4H4N2 in total in a non-equilibrium geometry. Source: OMol25; level of theory: ωB97M-V with the def2-TZVPD basis set.

The molar mass is 80.09 g mol⁻¹. The charge is 0. For the LUMO energy, the calculation gives 0.2 eV. Its spin multiplicity is 1. For the energy above the lowest of the compared OMol25 structures with the same formula, charge and spin, the calculation gives 100.3 kcal per mole. The value obtained for the gap between HOMO and LUMO is 0.3025 Eh.

Geometry (Å):
C  0.374  1.853  -0.062
C  0.417  0.693  0.562
C  0.394  -0.354  1.302
N  0.829  -1.267  2.017
H  0.007  1.854  -1.141
H  0.783  2.692  0.379
H  0.706  -2.238  1.863
C  -1.213  -1.109  -1.676
N  -1.107  -0.123  -1.091
H  -1.189  -2.000  -2.152

***

No. 5
A structure of composition C27H46BrCaCl3FKNO16S2 in a non-equilibrium geometry. Source: OMol25; level of theory: ωB97M-V with the def2-TZVPD basis set.

The molar mass is 989.23 g mol⁻¹. The charge is +1. For the LUMO energy, the calculation gives -7.1 eV. Its spin multiplicity is 1. The value obtained for the gap between HOMO and LUMO is 0.0511 Eh.

Geometry (Å):
C  -0.076  0.443  4.459
C  -0.332  1.717  3.638
C  -1.668  1.752  2.900
F  -2.644  1.096  3.624
C  -1.666  1.225  1.462
O  -2.484  0.058  1.137
S  -2.296  -0.126  -0.423
O  -2.034  -1.517  -0.642
O  -3.357  0.445  -1.171
O  -1.006  0.743  -0.621
C  -0.379  0.919  0.722
C  0.429  -0.346  0.993
C  1.936  -0.091  1.228
C  2.461  1.171  0.515
C  3.779  1.006  -0.249
C  5.026  1.044  0.692
O  4.825  0.500  1.939
C  5.191  -0.853  2.050
C  5.620  -1.213  3.426
O  5.130  -1.539  1.078
H  0.610  -0.245  3.963
H  -1.002  -0.074  4.696
H  0.391  0.710  5.407
H  -0.355  2.562  4.326
H  0.491  1.941  2.953
H  -1.984  2.788  2.812
H  -2.095  2.017  0.842
H  0.210  1.827  0.691
H  0.319  -1.044  0.169
H  0.007  -0.857  1.861
H  2.465  -0.963  0.832
H  2.168  -0.071  2.293
H  1.753  1.549  -0.217
H  2.643  1.933  1.280
H  3.775  0.109  -0.872
H  3.774  1.870  -0.945
H  5.857  0.472  0.200
H  5.409  2.078  0.817
H  4.764  -1.169  4.102
H  6.401  -0.545  3.781
H  5.976  -2.240  3.400
K  -3.333  -3.408  -0.986
C  2.901  -3.684  -1.389
C  3.524  -3.242  -2.698
O  2.399  -2.874  -3.510
S  1.239  -2.269  -2.613
O  1.295  -0.846  -2.619
O  0.051  -2.981  -2.913
O  1.813  -2.755  -1.202
H  2.492  -4.692  -1.450
H  3.582  -3.619  -0.544
H  4.086  -4.026  -3.196
H  4.160  -2.362  -2.568
Cl  -8.190  -3.641  3.600
C  -7.534  -2.294  2.646
C  -7.783  -2.471  1.170
Cl  -6.842  -3.831  0.491
H  -6.471  -2.218  2.861
H  -8.030  -1.385  2.983
H  -7.483  -1.572  0.634
H  -8.832  -2.667  0.965
C  -3.087  6.368  2.433
C  -1.906  5.545  2.384
N  -0.947  4.926  2.259
H  -3.991  5.767  2.489
H  -3.045  7.042  3.286
H  -3.112  6.997  1.477
Br  -2.289  8.477  0.297
Ca  5.737  2.338  -0.971
C  -2.342  -4.812  -6.508
C  -1.390  -5.175  -5.564
C  -1.142  -6.517  -5.308
C  -1.840  -7.496  -6.001
C  -2.788  -7.133  -6.947
C  -3.041  -5.792  -7.199
H  -2.538  -3.766  -6.706
H  -0.842  -4.412  -5.025
H  -0.405  -6.802  -4.567
H  -1.645  -8.542  -5.803
H  -3.331  -7.897  -7.488
H  -3.784  -5.511  -7.934
O  -6.167  6.567  2.352
H  -6.679  7.162  1.796
H  -6.822  5.999  2.771
C  3.824  7.406  -1.284
C  5.286  7.146  -1.508
O  5.748  6.015  -1.510
C  6.164  8.342  -1.733
H  3.291  6.470  -1.134
H  3.687  8.041  -0.407
H  3.401  7.925  -2.145
H  6.111  9.008  -0.871
H  5.823  8.893  -2.611
H  7.194  8.027  -1.883
O  -2.307  -5.248  2.399
Cl  -2.843  -6.585  2.163
O  -3.505  -7.065  3.338
O  -1.767  -7.466  1.787
O  -3.790  -6.486  1.064

***

What is the molar mass in the third record? 542.14 g mol⁻¹

***

Which formula does entry 5 have? C27H46BrCaCl3FKNO16S2

***

Which of these has the lowest charge? C3H10NO

***

What is the molar mass in the third record? 542.14 g mol⁻¹